{"formula": "C4H10O2", "method": "the ωB97M-V functional and the def2-TZVPD basis", "e_above_lowest_ev": 0.578, "orbital_gap_ev": 10.85, "max_force_ev_per_a": 0.31, "spin_multiplicity": 1, "lumo_ev": 0.87, "symbols": ["H", "C", "H", "C", "C", "H", "H", "H", "H", "O", "H", "H", "H", "H", "C", "O"], "xyz": [[-1.4724, -2.0736, 0.8218], [0.3287, 0.6293, -0.5161], [-1.4084, -1.5570, -0.8808], [0.0664, -0.6154, 0.3841], [-1.3117, -1.2168, 0.1598], [0.7598, 1.9626, 1.1182], [0.8033, -2.1711, -0.5483], [0.3482, 2.7792, -0.3973], [-0.9391, 2.0360, 0.5797], [1.0797, -1.6022, 0.1826], [0.1776, -0.3199, 1.4341], [-2.1047, -0.4835, 0.3393], [2.0190, -0.2361, -0.7405], [-0.3661, 0.5884, -1.3744], [0.0994, 1.9286, 0.2443], [1.6529, 0.6261, -0.9975]], "forces_ev_per_a": [[0.01, 0.15, -0.07], [-0.29, 0.06, 0.10], [0.02, 0.06, 0.14], [-0.13, 0.13, 0.09], [-0.03, 0.01, -0.01], [-0.10, -0.01, -0.12], [0.06, 0.04, 0.10], [-0.08, -0.12, 0.07], [0.13, -0.06, -0.06], [-0.07, -0.19, -0.18], [0.02, -0.02, -0.14], [0.13, -0.06, -0.01], [0.05, 0.15, -0.09], [0.15, -0.03, 0.10], [-0.03, 0.03, 0.03], [0.17, -0.14, 0.04]], "nbo_charge": [0.2208, 0.0759, 0.2017, 0.0732, -0.6378, 0.2089, 0.4698, 0.2228, 0.2031, -0.7219, 0.1770, 0.2231, 0.4869, 0.1459, -0.6225, -0.7269]}